Entry 1:
31
Properties=species:S:1:pos:R:3:nbo_charge:R:1 method="wB97M-V/def2-TZVPD" orbital_gap_ev="7.60 / 8.23" spin_multiplicity=3 homo_ev="-7.37 / -8.31"
C -1.324 -1.125 -1.018 -0.184
C 1.629 -0.147 -1.650 -0.193
C -1.651 0.243 -0.999 -0.331
H -1.969 -1.741 -0.382 0.198
C 1.294 1.115 -1.365 -0.210
H 2.565 -0.537 -1.231 0.227
H -2.730 0.450 -0.706 0.243
H 1.900 1.672 -0.625 0.225
C -1.184 1.152 -2.119 -0.427
H -1.971 1.884 -2.272 0.220
H -1.178 0.559 -3.029 0.210
C -0.319 -1.853 -1.807 -0.458
H -0.926 -2.405 -2.547 0.227
H 0.088 -2.643 -1.134 0.227
C 0.858 -1.108 -2.513 -0.459
H 0.528 -0.660 -3.470 0.215
H 1.568 -1.906 -2.763 0.226
C 0.119 1.920 -1.897 -0.452
H 0.378 2.494 -2.820 0.235
H -0.061 2.683 -1.111 0.217
Ni 0.129 0.051 1.154 0.870
H -0.825 0.687 -0.081 0.015
N -0.734 0.159 3.159 -0.882
C 0.215 -0.266 4.227 -0.351
C 1.653 -0.227 3.713 0.764
O 2.532 -0.159 4.582 -0.665
O 1.738 -0.223 2.411 -0.874
H -0.871 1.150 3.316 0.374
H -1.633 -0.254 3.441 0.375
H 0.187 0.352 5.134 0.211
H -0.004 -1.318 4.402 0.208

Entry 2:
77
Properties=species:S:1:pos:R:3:mulliken_spin:R:1 method="wB97M-V/def2-TZVPD" total_charge=+1 e_above_lowest_kj_mol=354.5 orbital_gap_ev="4.47 / 4.65" spin_multiplicity=7 homo_ev="-9.72 / -9.72"
Tb -0.160 0.015 0.009 6.174
C 0.693 -0.217 2.215 0.012
C 1.748 0.352 1.399 -0.081
C -0.075 1.854 1.367 -0.020
C -0.461 0.704 2.180 -0.042
C 1.293 1.650 0.897 0.023
C 0.794 -1.441 3.044 -0.004
H 1.478 -2.165 2.601 0.000
H -0.179 -1.921 3.173 0.000
H 1.159 -1.165 4.034 -0.001
C -1.764 0.527 2.844 -0.003
H -1.907 -0.506 3.203 0.001
H -2.590 0.760 2.156 -0.001
H -1.811 1.192 3.701 -0.001
C -0.903 3.060 1.144 -0.004
H -0.805 3.686 2.036 -0.001
H -1.954 2.794 1.002 0.000
H -0.565 3.628 0.275 0.000
C 2.103 2.639 0.135 -0.002
H 2.612 3.292 0.855 0.000
H 1.480 3.265 -0.514 0.000
H 2.868 2.155 -0.476 0.001
C 3.137 -0.160 1.301 0.003
H 3.738 0.356 2.060 -0.001
H 3.581 0.040 0.324 0.000
H 3.183 -1.231 1.498 -0.001
C -0.946 -1.947 -0.828 -0.033
C 0.200 -2.279 -0.096 0.016
C 1.507 -2.629 -0.691 -0.016
C 1.930 -1.681 -1.837 0.012
C 1.506 -0.258 -1.665 -0.026
C 0.343 0.291 -2.224 0.003
C -0.673 -0.521 -2.967 -0.007
C -1.042 -1.873 -2.301 0.010
H 1.434 -3.673 -1.049 0.002
H 1.533 -2.046 -2.792 -0.002
H 2.288 -2.634 0.087 -0.002
H -0.419 -2.677 -2.711 -0.003
H -1.901 -1.908 -0.269 -0.006
H 0.048 -2.586 0.944 0.008
H -2.082 -2.122 -2.576 0.001
H -1.592 0.077 -3.099 -0.001
H 0.268 1.386 -2.324 -0.002
H -0.264 -0.695 -3.979 0.002
H 3.029 -1.701 -1.936 0.000
H 2.292 0.448 -1.368 0.005
P -1.215 -0.740 -7.275 0.000
P -0.868 2.008 -8.834 0.000
C -1.230 -0.795 -9.146 0.000
C -1.578 0.557 -9.781 0.000
H -1.976 -1.546 -9.437 0.000
H -0.248 -1.149 -9.497 0.000
H -1.171 0.608 -10.798 0.000
H -2.670 0.683 -9.851 0.000
C -1.685 3.390 -9.743 0.000
H -1.229 4.341 -9.434 0.000
H -2.751 3.431 -9.480 0.000
H -1.588 3.285 -10.831 0.000
C 0.795 2.067 -9.648 0.000
H 0.718 2.074 -10.743 0.000
H 1.392 1.201 -9.335 0.000
H 1.322 2.975 -9.322 0.000
C -2.664 -1.843 -6.957 0.000
H -2.728 -2.058 -5.881 0.000
H -2.588 -2.791 -7.507 0.000
H -3.590 -1.331 -7.254 0.000
C 0.147 -1.943 -6.946 0.000
H 1.115 -1.495 -7.210 0.000
H 0.017 -2.875 -7.511 0.000
H 0.169 -2.175 -5.871 0.000
Cl -3.893 -4.589 3.532 0.000
C -2.746 -4.076 2.279 0.000
Cl -1.229 -5.004 2.536 0.000
Cl -3.444 -4.394 0.707 0.000
C -2.271 -2.506 2.501 -0.001
O -2.464 -2.316 3.704 0.000
O -1.735 -1.819 1.699 -0.009

Entry 3:
120
Properties=species:S:1:pos:R:3:lowdin_charge:R:1 method="wB97M-V/def2-TZVPD" e_above_lowest_kj_mol=924.7 orbital_gap_ev=9.25 spin_multiplicity=1 homo_ev=-9.89
H -0.701 4.068 4.751 0.101
H -0.893 4.039 3.205 0.010
O -0.644 3.489 3.935 -0.058
H -4.289 -2.458 -2.993 0.086
H -4.673 -2.596 -1.590 0.021
O -4.811 -1.973 -2.277 -0.059
H 5.445 -0.169 0.886 0.017
H 6.727 -0.651 1.621 0.073
O 6.447 -0.204 0.798 -0.089
H -2.546 1.546 -1.827 0.032
H -3.257 0.101 -2.315 0.011
O -3.152 1.026 -2.317 -0.021
H 1.058 -3.633 4.924 0.116
H 0.483 -2.043 4.999 -0.009
O 0.771 -2.782 4.432 -0.092
H -0.409 -0.924 6.087 0.072
O -0.448 -0.526 5.227 -0.069
H 3.126 -0.650 -1.902 0.045
O 2.968 -0.224 -2.754 -0.067
H 1.267 2.234 -1.856 -0.013
H 1.489 1.975 -0.413 -0.007
O 1.951 2.167 -1.209 -0.052
H 2.038 -5.785 1.145 0.022
H 3.395 -5.089 0.872 0.112
O 2.926 -6.003 0.875 -0.070
H -3.516 1.765 1.590 0.020
H -3.131 1.890 0.061 -0.013
O -2.840 1.726 0.938 -0.012
H 0.254 3.822 1.439 -0.008
H 1.151 4.131 0.398 0.040
O 0.322 4.510 0.763 -0.056
H 1.505 2.559 4.038 -0.004
O 2.447 2.571 4.214 -0.070
H 2.169 -5.810 -0.647 0.000
H 1.146 -5.545 -1.802 -0.019
O 2.006 -5.275 -1.476 -0.109
H 1.731 -2.395 2.663 0.073
H 1.384 -2.346 1.093 0.004
O 2.062 -2.553 1.705 -0.054
H -0.786 0.332 -1.612 0.046
H -0.090 0.381 -0.258 0.103
O 0.097 0.632 -1.262 -0.104
H -0.146 -4.431 0.632 0.003
H -0.378 -3.949 -0.772 0.022
O -0.406 -4.770 -0.200 -0.049
H 1.856 -3.385 -4.540 0.056
H 1.216 -1.941 -3.824 -0.008
O 1.158 -2.850 -4.165 -0.068
H -2.681 4.065 1.039 0.068
H -2.270 5.501 1.025 0.032
O -3.107 5.019 1.065 -0.094
H 2.211 1.050 5.923 0.030
O 2.160 0.098 5.782 -0.055
H -0.163 2.469 -3.836 0.037
H 1.150 3.205 -3.968 0.043
O 0.426 3.077 -3.327 -0.066
H -0.142 -4.801 -3.807 0.136
O -0.188 -4.717 -2.783 -0.084
H -0.150 0.162 -3.657 0.017
H 1.376 0.149 -3.223 0.023
O 0.693 -0.276 -3.814 -0.088
H -4.114 -4.291 2.646 0.061
H -4.627 -3.256 1.791 0.013
O -4.835 -3.604 2.663 -0.066
H -5.498 1.537 2.733 0.018
H -5.236 1.188 1.319 0.072
O -5.418 0.712 2.257 -0.099
H -4.257 3.649 -1.851 0.029
H -4.214 3.768 -0.268 -0.005
O -4.202 3.225 -1.019 -0.009
H -2.443 -1.633 -0.933 -0.005
H -3.440 -0.895 -0.070 0.012
O -2.618 -1.439 0.000 -0.064
H -1.973 4.223 -3.083 0.068
H -2.096 3.163 -4.084 -0.018
O -2.585 3.534 -3.384 -0.027
H 2.644 0.917 1.225 -0.027
H 3.966 1.364 1.413 0.092
O 3.049 1.474 1.857 -0.076
H 0.140 0.749 2.161 0.077
H -1.080 1.530 1.618 0.048
O -0.073 1.482 1.520 -0.086
H -2.151 -1.534 2.466 0.095
H -2.234 -2.505 3.690 0.045
O -2.053 -1.596 3.479 -0.043
H 4.454 -1.207 0.960 0.024
H 3.050 -0.886 1.284 0.084
O 3.784 -0.651 0.604 -0.082
H 1.266 2.400 -6.244 0.042
O 1.629 2.011 -5.455 -0.059
H 3.872 2.686 -2.679 0.048
H 3.753 1.584 -1.664 0.052
O 4.300 1.869 -2.459 -0.042
H 1.296 -0.134 5.449 -0.038
H -1.072 -1.039 4.668 0.013
H -0.697 -3.943 -2.669 -0.032
H 3.244 0.724 -2.629 -0.016
H 2.534 1.631 3.983 0.007
H 1.409 1.075 -5.721 0.083
O 4.806 3.799 1.437 -0.079
H 5.176 3.546 2.268 0.014
H 3.805 3.634 1.526 0.057
O -5.102 0.230 -0.433 -0.113
H -5.436 -0.674 -0.782 0.084
H -5.107 0.750 -1.287 0.069
O -1.872 1.922 5.859 -0.041
H -2.244 2.444 5.163 0.004
H -1.544 1.066 5.672 -0.032
O 0.196 -2.198 -1.606 -0.049
H 0.629 -3.024 -1.879 0.035
H 0.881 -1.573 -1.522 0.012
O -2.366 0.885 -4.882 -0.080
H -2.848 1.009 -4.030 -0.010
H -2.976 1.471 -5.403 0.075
O 6.360 -1.742 -1.064 -0.079
H 6.955 -1.033 -0.793 0.016
H 6.001 -1.463 -1.913 0.034
O -2.136 -2.224 -3.151 -0.014
H -1.227 -2.358 -2.942 -0.017
H -2.219 -1.351 -3.508 0.020

What did the first record say?
31
Properties=species:S:1:pos:R:3:nbo_charge:R:1 method="wB97M-V/def2-TZVPD" orbital_gap_ev="7.60 / 8.23" spin_multiplicity=3 homo_ev="-7.37 / -8.31"
C -1.324 -1.125 -1.018 -0.184
C 1.629 -0.147 -1.650 -0.193
C -1.651 0.243 -0.999 -0.331
H -1.969 -1.741 -0.382 0.198
C 1.294 1.115 -1.365 -0.210
H 2.565 -0.537 -1.231 0.227
H -2.730 0.450 -0.706 0.243
H 1.900 1.672 -0.625 0.225
C -1.184 1.152 -2.119 -0.427
H -1.971 1.884 -2.272 0.220
H -1.178 0.559 -3.029 0.210
C -0.319 -1.853 -1.807 -0.458
H -0.926 -2.405 -2.547 0.227
H 0.088 -2.643 -1.134 0.227
C 0.858 -1.108 -2.513 -0.459
H 0.528 -0.660 -3.470 0.215
H 1.568 -1.906 -2.763 0.226
C 0.119 1.920 -1.897 -0.452
H 0.378 2.494 -2.820 0.235
H -0.061 2.683 -1.111 0.217
Ni 0.129 0.051 1.154 0.870
H -0.825 0.687 -0.081 0.015
N -0.734 0.159 3.159 -0.882
C 0.215 -0.266 4.227 -0.351
C 1.653 -0.227 3.713 0.764
O 2.532 -0.159 4.582 -0.665
O 1.738 -0.223 2.411 -0.874
H -0.871 1.150 3.316 0.374
H -1.633 -0.254 3.441 0.375
H 0.187 0.352 5.134 0.211
H -0.004 -1.318 4.402 0.208